Record 1
Entry from the OMol25 dataset: a molecular structure, C45H58BCdN9P2SSe2 (wB97M-V/def2-TZVPD).

Computed properties:
* charge: 0
* strongest force on any atom: 0.0501 hartree/bohr
* E: -226365.832 eV
* energy above the lowest of the compared OMol25 structures with the same formula, charge and spin: 8.2 kcal per mole
* LUMO: -0.814 eV

Geometry as XYZ:
```
119
Properties=species:S:1:pos:R:3:forces:R:3
Cd 13.3682 9.3734 10.4608 -0.06 1.32 -0.18
C 18.4133 10.5041 10.6295 1.41 1.26 -0.35
C 18.5147 9.2549 9.8032 -1.51 -1.10 -0.63
C 18.8233 8.0922 10.7650 1.25 0.31 1.21
C 19.5423 9.3699 8.6864 -0.05 -1.03 0.39
P 16.7331 8.9121 9.3556 -0.07 -2.20 -0.98
C 16.1215 10.3890 8.5771 -2.00 1.45 0.08
N 15.7177 11.3976 9.5711 0.29 1.31 -0.72
B 14.6634 11.3376 10.5381 -0.40 -1.64 -0.35
N 14.5250 12.6669 11.0195 -0.94 0.21 1.28
C 13.7342 13.0649 12.1905 1.25 1.47 -0.72
P 14.3008 12.4708 13.8692 -0.80 -0.12 -0.48
C 15.8306 13.4660 14.3299 0.13 0.20 0.03
C 16.8306 13.2988 13.1617 1.56 -1.22 1.24
C 15.5921 14.9526 14.6489 -2.12 -1.11 -0.90
C 16.3863 12.7741 15.6005 -0.51 2.26 0.39
C 12.6922 13.0837 14.7362 0.36 -1.11 0.22
C 11.6414 12.0094 14.3983 -0.70 0.91 0.35
C 12.1194 14.4193 14.3385 0.77 1.09 -1.09
C 12.9329 13.0074 16.2391 -1.64 1.02 0.02
C 15.3013 13.5521 10.2861 -0.31 -1.02 0.16
C 15.3875 14.9357 10.3583 -0.32 -0.51 1.02
C 16.3072 15.4919 9.5241 1.18 0.21 -1.43
C 16.9897 14.7345 8.5330 0.73 1.79 0.01
C 16.9118 13.3544 8.4613 -0.88 0.32 0.29
C 16.0313 12.7608 9.3791 0.70 -0.22 -0.48
C 16.7552 7.7809 7.7696 1.11 -0.92 1.19
C 15.3383 7.3989 7.4224 0.25 -0.33 0.97
C 17.5199 6.4518 8.0949 -0.06 0.39 -0.73
C 17.4133 8.3809 6.5368 -1.70 0.14 0.04
H 19.3652 10.6311 11.1632 0.07 0.15 -0.09
H 17.6748 10.3959 11.3960 -0.77 0.19 0.38
H 18.2609 11.4317 10.0214 -0.08 -0.81 0.59
H 19.7766 8.3985 11.2892 -0.70 -0.49 -0.29
H 19.0229 7.0878 10.3320 -0.43 0.77 0.10
H 18.0292 8.0416 11.5612 0.71 -0.17 -0.80
H 20.4451 9.6111 9.2400 0.67 -0.17 -0.44
H 19.3613 10.1429 7.9668 -0.32 0.73 -0.17
H 19.6124 8.4364 8.0788 0.43 0.63 0.94
H 15.1884 10.1681 8.0220 0.43 -0.41 0.11
H 16.7418 10.8231 7.8288 0.85 0.42 -0.35
H 12.7496 12.6888 12.0703 -0.90 -0.54 -0.09
H 13.6104 14.1705 12.1585 0.19 -0.62 0.14
H 16.7811 14.1275 12.4777 -0.04 0.03 -0.48
H 16.7994 12.3023 12.6581 -0.50 0.76 0.05
H 17.8772 13.2466 13.6061 -1.01 0.50 -0.42
H 15.1901 15.5017 13.7780 0.36 -0.17 0.23
H 16.4408 15.4358 15.0259 1.42 0.70 0.48
H 14.7992 14.9742 15.4008 0.22 0.34 0.12
H 16.4524 11.7444 15.4466 -0.02 -1.74 -0.05
H 15.7083 13.0135 16.4572 0.66 -0.44 -0.49
H 17.4013 13.1444 15.8293 -0.36 0.05 -0.06
H 11.4204 11.9928 13.3201 0.42 -0.73 0.28
H 10.6359 12.3144 14.8174 1.05 -0.35 0.08
H 12.0143 11.1067 14.8863 -0.55 -0.43 -0.61
H 11.6483 14.3248 13.3338 0.17 0.28 0.68
H 12.9021 15.2214 14.2610 -0.76 -0.62 0.13
H 11.3700 14.7519 15.0542 -0.15 -0.03 0.05
H 13.5319 12.2397 16.6192 0.82 -1.80 0.06
H 11.9650 12.9580 16.7973 0.63 0.29 -0.39
H 13.4774 13.8743 16.5142 0.22 1.18 0.64
H 14.8114 15.5185 11.0996 0.48 -0.37 -0.52
H 16.5993 16.5272 9.6131 -0.37 0.25 -0.15
H 17.6146 15.3698 7.8392 -0.55 -1.20 0.74
H 17.4226 12.8041 7.6831 0.07 -0.04 0.09
H 14.9618 6.7799 8.2315 -0.34 -0.24 0.01
H 15.3582 6.8198 6.5108 -0.27 -0.15 -0.36
H 14.6775 8.2346 7.3579 -0.51 0.51 -0.42
H 17.2064 5.8949 8.9812 -0.24 0.26 0.00
H 18.5792 6.6789 8.1944 0.13 -0.22 0.03
H 17.4062 5.7838 7.2137 0.07 0.26 0.48
H 16.7937 9.2621 6.3256 0.74 0.22 -0.42
H 17.2548 7.7005 5.6969 0.15 -0.07 -0.03
H 18.4538 8.5607 6.6627 0.51 0.46 -0.22
S 9.9593 7.3477 17.1074 0.30 -0.26 -0.33
N 11.1755 6.6216 16.2760 -0.12 -0.02 1.53
C 11.3374 7.2959 15.1800 -0.86 0.86 -0.78
C 12.3205 7.1105 14.1509 0.10 -1.47 -0.10
C 13.2772 6.1016 14.2270 0.66 -0.01 -0.06
C 14.1888 5.9380 13.1819 -0.32 0.20 1.61
C 14.1608 6.8738 12.1800 -0.45 0.41 -0.36
N 13.1887 7.7970 12.0644 0.83 -1.05 -0.18
C 12.2186 7.8485 12.9816 0.86 0.32 -0.29
C 11.1190 8.7718 12.7426 -0.67 0.54 0.74
N 11.0645 9.4114 11.5954 -0.67 1.00 -1.23
C 10.0202 10.2290 11.3494 0.78 -0.75 0.59
C 9.0183 10.4693 12.2966 1.34 -0.59 -0.45
C 9.0920 9.8506 13.5179 0.02 0.33 1.01
C 10.1739 9.0107 13.7444 0.25 -0.52 0.14
C 10.3586 8.3088 14.9946 -0.94 0.64 0.43
N 9.5386 8.4883 16.0252 0.61 -0.83 -0.05
H 13.3482 5.5148 15.1429 -0.11 0.02 -0.30
H 15.0028 5.2316 13.2781 -0.14 -0.09 -0.23
H 14.9718 6.8655 11.4652 -0.14 0.33 -0.38
H 9.9931 10.7158 10.3774 0.15 -0.12 0.12
H 8.3248 11.2018 12.0364 -1.41 0.87 -0.14
H 8.4300 10.0517 14.3852 0.25 -0.13 -0.93
Se 11.8420 8.6378 8.3330 -0.13 -0.83 0.46
C 11.1960 7.1194 9.2451 0.04 0.03 0.70
N 10.8324 6.2590 9.9453 0.38 0.88 -0.91
C 16.5440 8.9603 14.5973 -0.34 -0.07 -0.86
N 17.4743 9.4682 15.5735 0.49 -0.25 -0.06
C 17.2570 9.4766 16.9114 0.05 1.19 0.01
Se 15.8758 8.7582 17.8070 -0.36 -0.28 0.32
N 18.2320 10.2948 17.4371 -1.00 -0.88 1.13
C 19.1107 10.7073 16.4958 0.79 -0.15 -0.69
C 20.2773 11.4524 16.5563 -0.24 0.11 -0.75
C 20.9659 11.7223 15.3523 0.26 -0.25 2.48
C 20.5260 11.1362 14.1867 0.63 0.50 0.10
C 19.4034 10.3497 14.1722 -1.10 -1.45 -1.82
C 18.6668 10.1236 15.3137 0.49 1.13 -0.51
H 16.0212 8.1287 15.0421 -0.19 -0.29 0.13
H 17.0780 8.5995 13.7059 -0.03 0.18 0.32
H 15.7777 9.7038 14.2722 0.64 -0.20 0.36
H 18.2869 10.4518 18.4245 -0.05 0.02 0.20
H 20.6080 11.7979 17.5153 0.30 0.31 0.23
H 21.9241 12.2455 15.5035 -0.62 -0.12 -0.73
H 21.1197 11.2922 13.3112 0.03 -0.10 -0.58
H 19.1225 9.8215 13.2373 0.13 0.57 0.66
```
Positions in Å, forces in eV/Å.


Record 2
Entry from the OMol25 dataset: C10H15ISi in the gas phase (wB97M-V/def2-TZVPD).

Computed properties:
* charge: 0
* SMILES string: CC(C)[Si@@](C)(I)c1ccccc1
* strongest force on any atom: 0.0715 hartree/bohr
* E: -26592.098 eV
* energy above the lowest of the compared OMol25 structures with the same formula, charge and spin: 0.0 kcal per mole
* LUMO: 0.471 eV

Geometry as XYZ:
```
27
Properties=species:S:1:pos:R:3:forces:R:3
C 1.6906 -1.9434 -1.2792 0.03 -0.85 0.86
C 1.5445 -0.4391 -1.4883 -1.27 -0.76 -0.21
C 2.6469 0.2581 -0.7038 -1.18 1.01 1.94
Si -0.3211 0.0121 -1.2774 0.45 2.52 0.82
C -0.7566 1.8735 -1.9104 0.44 -2.45 0.44
I -2.0343 -1.3647 -2.5832 1.02 0.46 0.42
C -0.8228 -0.0093 0.5559 -1.58 -2.22 -2.06
C -0.3344 0.8860 1.4447 2.99 2.10 0.42
C -0.8161 1.1012 2.7198 -1.91 -1.34 0.34
C -1.7987 0.1958 3.1508 -0.88 -0.10 0.48
C -2.2893 -0.7823 2.2909 0.65 -0.69 -0.12
C -1.8537 -0.8615 0.9569 -0.74 0.82 1.94
H 1.1639 -2.6977 -1.9111 0.66 1.00 -0.25
H 2.7723 -2.1223 -1.1618 -0.41 -0.58 -0.39
H 1.2511 -2.1782 -0.3017 0.24 0.05 0.24
H 1.6860 -0.1920 -2.4979 0.34 0.19 -1.83
H 2.6701 -0.2412 0.2959 0.30 0.55 -0.56
H 2.4233 1.3367 -0.5162 0.11 -0.69 -0.13
H 3.6404 0.2423 -1.1392 -0.01 -0.44 -0.34
H -0.4197 2.8253 -1.5212 0.19 -0.23 0.71
H -0.4209 1.8177 -2.9200 -0.06 0.17 -1.14
H -1.8262 1.7492 -1.8710 -0.55 0.57 -0.20
H 0.5960 1.4215 1.1311 -1.03 0.07 0.23
H -0.6412 1.9354 3.3657 0.88 0.32 0.02
H -2.3209 0.2390 4.1352 0.89 0.27 -0.67
H -2.9251 -1.5914 2.6753 -0.16 0.70 -0.19
H -2.5040 -1.4706 0.3604 0.57 -0.45 -0.79
```
Positions in Å, forces in eV/Å.


Record 3
Entry from the OMol25 dataset: a molecular structure, C18H42FeK3N6O14P2 (wB97M-V/def2-TZVPD).

Computed properties:
* charge: 0
* 2S+1: 6
* strongest force on any atom: 0.1381 hartree/bohr
* E: -158899.581 eV
* LUMO (alpha / beta): -0.515 / -0.516 eV

Geometry as XYZ:
```
86
Properties=species:S:1:pos:R:3:forces:R:3
K -0.0509 -0.5441 -0.5986 -0.09 -0.11 0.40
K -2.6806 3.4580 -1.1146 -0.05 -0.39 -0.10
K 4.2029 -1.0138 -2.4149 -0.62 0.14 -0.28
Fe -1.1439 0.5843 -3.8946 -1.21 -0.33 0.13
P -2.8603 0.4051 -1.8098 -2.94 0.74 0.75
O -2.6027 -0.4131 -0.5831 0.54 -0.16 0.20
O -2.5681 -0.3420 -3.1215 -2.91 -4.23 -3.22
O -1.6955 1.3147 -2.3058 3.10 5.62 3.04
O -4.1107 1.2943 -1.6866 1.24 -0.50 -0.33
P 1.3508 0.0510 -3.3998 1.88 -1.71 -0.73
O 0.5874 1.2088 -4.0579 1.07 4.84 -1.82
O 1.9217 0.3426 -1.9865 0.02 -0.19 -1.35
O 2.3136 -0.6572 -4.3578 0.03 0.85 1.64
O -0.0101 -0.6957 -3.3137 0.13 -4.57 1.99
C 4.0905 1.9843 -0.4484 -2.44 0.63 -1.71
O 4.2282 1.5232 0.6411 1.12 -0.95 2.39
N 4.9237 2.7737 -1.1219 1.04 2.05 -0.63
C 4.9050 3.0365 -2.5473 -0.24 0.03 -0.17
C 6.2027 3.1616 -0.5565 0.62 -1.02 1.20
H 3.1273 1.8469 -0.9637 0.15 -0.17 -0.45
H 5.5498 2.2639 -2.9661 0.45 0.53 -0.73
H 5.2430 4.0677 -2.6505 0.59 -0.28 -0.41
H 3.9891 3.0302 -3.1382 -0.59 -0.53 0.81
H 6.7786 4.0367 -0.8573 -1.17 0.52 -0.81
H 6.0696 3.2833 0.5185 0.20 -0.46 0.02
H 6.9132 2.3710 -0.7978 0.26 -0.37 0.53
C -1.6743 -4.0848 -3.7303 1.55 -1.17 -1.45
O -1.1502 -4.6875 -4.6837 -1.07 1.18 0.92
N -2.3441 -4.7018 -2.7504 -1.03 -0.36 2.72
C -2.7134 -3.8575 -1.5159 -0.65 -1.61 -1.65
C -3.0657 -5.9823 -2.9776 0.55 0.33 -1.38
H -1.5854 -3.0027 -3.5479 0.27 0.01 -0.19
H -2.8792 -4.5329 -0.6766 -0.09 -0.16 -0.17
H -3.6653 -3.4171 -1.8125 0.14 0.64 0.68
H -1.9528 -3.1533 -1.1787 -0.11 0.11 -0.70
H -4.0794 -5.8149 -3.3415 -0.35 0.35 0.52
H -2.6304 -6.4620 -3.8542 0.48 0.18 0.04
H -3.0771 -6.7744 -2.2290 0.28 0.69 0.62
C 1.5495 -1.8058 2.0587 0.51 0.13 1.72
O 1.1693 -2.7878 1.4471 -0.21 0.36 -0.73
N 1.6340 -1.7979 3.4296 -0.81 -1.52 -0.29
C 2.2604 -0.7680 4.2695 0.19 -0.36 -0.30
C 1.1795 -3.0726 4.1277 -0.39 1.52 0.53
H 1.8920 -0.8616 1.6077 -0.06 -0.03 -0.07
H 1.6083 -0.3426 5.0323 -0.37 -0.30 -0.07
H 2.6563 0.0810 3.7122 -0.20 -0.23 -0.50
H 3.1164 -1.2087 4.7805 0.05 -0.07 0.12
H 0.5580 -3.8014 3.6075 0.92 0.31 -1.10
H 2.0220 -3.5466 4.6313 -0.08 -0.03 -0.06
H 0.4090 -2.7859 4.8434 0.44 0.42 0.70
C 0.8554 4.1902 -1.8370 0.83 2.01 -0.75
O 0.7757 4.3793 -0.6223 -0.71 -0.35 -1.74
N 0.7515 5.1765 -2.8550 -1.37 -1.27 3.16
C 1.4352 4.9088 -4.0315 0.89 -0.40 -2.57
C 0.2795 6.5167 -2.6032 0.44 -0.55 0.08
H 1.1571 3.2852 -2.3867 -0.16 -0.63 0.81
H 1.1229 5.5331 -4.8686 0.03 0.68 0.31
H 1.2278 3.9483 -4.5032 0.11 -0.61 0.71
H 2.5078 5.0232 -3.8749 0.26 0.03 -0.40
H 1.0768 7.2444 -2.7545 0.10 0.13 0.19
H -0.4931 6.7304 -3.3418 -0.32 0.23 0.32
H -0.0364 6.5050 -1.5601 -0.29 0.48 -0.16
C -1.4718 1.1144 2.3429 1.56 -0.57 -1.23
O -0.3877 0.7555 1.8743 -0.28 -0.43 0.18
N -1.5715 1.9596 3.3653 -0.49 -1.12 -0.09
C -2.9472 2.4645 3.5396 1.11 0.40 1.91
C -0.3932 2.2085 4.2560 -0.95 1.59 -0.92
H -2.4180 0.7744 1.8943 0.06 0.09 -0.03
H -3.7224 1.9138 3.0067 0.53 -0.18 -0.22
H -2.9756 3.5234 3.2826 -0.21 0.07 0.04
H -3.1385 2.3353 4.6049 -0.54 0.38 0.09
H -0.6352 2.0937 5.3126 -0.17 -0.16 -0.13
H 0.5324 1.6990 3.9884 -0.72 -0.66 -0.31
H -0.1343 3.2483 4.0562 0.10 0.29 0.51
C -2.9727 -2.3473 2.5040 -2.01 1.15 -0.71
O -3.9366 -1.6422 2.8441 1.74 -0.65 -0.17
N -2.8921 -3.6535 2.7975 1.94 -0.20 -1.40
C -1.7953 -4.5385 2.1456 -0.34 -0.11 2.11
C -4.0528 -4.3321 3.2895 -0.37 -1.53 0.95
H -2.2102 -2.0180 1.7814 0.22 0.33 0.39
H -0.8185 -4.1421 1.8684 -0.55 1.47 -0.13
H -2.0307 -5.2191 1.3274 -0.98 0.27 0.08
H -1.4689 -5.1418 2.9926 -0.26 -0.60 -0.03
H -4.6096 -4.7270 2.4398 0.04 -0.65 0.21
H -3.7078 -5.0363 4.0466 0.23 -1.17 -0.77
H -4.8134 -3.9362 3.9624 0.40 1.86 -0.58
```
Positions in Å, forces in eV/Å.